{
  "formula": "C14H15NO2S2",
  "method": "ωB97M-V/def2-TZVPD",
  "symbols": ["S", "S", "O", "O", "N", "C", "C", "C", "C", "C", "C", "C", "C", "C", "C", "C", "C", "C", "C", "H", "H", "H", "H", "H", "H", "H", "H", "H", "H", "H", "H", "H", "H", "H"],
  "positions_angstrom": [[-1.2827, -0.7246, 1.7940], [-1.8538, -1.2887, -0.6105], [-0.1535, 0.3922, -2.4787], [0.8826, 1.4325, 1.9117], [-0.0541, 0.8506, -0.1748], [1.0186, -2.1176, -1.0440], [0.7286, -1.4923, 0.1617], [0.2012, 1.1275, -1.5426], [1.5974, -1.4769, 1.2425], [-0.4392, -0.5044, 0.2125], [2.1012, -2.9962, -1.0803], [-2.3365, 0.7232, 1.6781], [2.6906, -2.3452, 1.2134], [0.9344, 2.4519, -1.5773], [1.2703, 2.7933, -0.1433], [-2.9452, 0.1319, -0.6633], [2.8758, -3.1529, 0.0812], [-3.4769, 0.5203, 0.7116], [0.7260, 1.6545, 0.7043], [-1.6737, 1.5754, 1.4753], [0.2333, 3.1673, -2.0056], [-3.7669, -0.2105, -1.3123], [3.3516, -2.3873, 2.0755], [2.3078, -3.5595, -2.0025], [0.7485, 3.6924, 0.1880], [3.6738, -3.8870, 0.0833], [1.8206, 2.4130, -2.2109], [-2.7145, 0.8491, 2.7034], [1.4263, -0.7601, 2.0507], [-4.1072, 1.4025, 0.6441], [-4.1252, -0.2791, 1.0687], [0.4181, -1.8592, -1.9416], [-2.4156, 0.9199, -1.2217], [2.3384, 2.9441, 0.0094]],
  "forces_ev_per_a": [[1.3, 1.3, 3.0], [-0.2, -0.2, -3.4], [1.1, 2.3, 2.3], [-0.3, 0.9, -3.1], [0.6, -0.6, 0.0], [0.0, -0.3, -0.4], [-0.2, 1.8, -0.4], [-0.7, -1.7, -1.3], [0.5, -0.5, 0.1], [-0.8, -1.7, 0.4], [-0.1, 0.0, 0.3], [-0.1, 0.1, 1.1], [-0.5, 0.0, -0.4], [-0.3, 0.0, -0.5], [-0.2, 0.1, 0.6], [-0.6, -0.2, -0.6], [0.2, 0.1, -0.1], [0.2, 0.1, -0.5], [0.1, -0.8, 1.7], [-0.5, -0.1, 0.0], [0.1, 0.1, -0.2], [0.2, 0.2, 0.2], [0.0, -0.1, -0.3], [0.1, 0.3, 0.6], [0.2, 0.1, 0.1], [0.0, 0.1, 0.0], [-0.2, -0.2, -0.1], [0.1, 0.1, -0.3], [0.0, -0.6, -0.1], [0.0, 0.3, -0.1], [0.1, -0.1, 0.1], [0.4, -0.5, 0.8], [-0.3, 0.0, 0.4], [-0.1, -0.1, 0.2]],
  "homo_energy_ev": -6.7,
  "mol_weight_g_mol": 293.41,
  "homo_lumo_gap_ha": 0.266,
  "e_above_lowest_kcal_mol": 17.7,
  "largest_force_ev_per_a": 3.5
}